10
Properties=species:S:1:pos:R:3 method="wB97M-V/def2-TZVPD" orbital_gap_ev=8.761 homo_ha=-0.29144
H 0.35 1.63 -1.01
H 1.46 1.30 0.77
H 1.01 0.09 -1.73
H -0.67 -1.89 1.47
H -1.88 -0.66 1.27
N -1.00 -1.08 0.97
O 1.63 0.57 0.15
C 0.68 0.60 -0.84
C -0.48 -0.76 -0.23
O -1.11 0.20 -0.83


23
Properties=species:S:1:pos:R:3 method="wB97M-V/def2-TZVPD" orbital_gap_ev="7.127 / 7.055" homo_ha="-0.23561 / -0.23643"
C -1.42 -0.82 -0.78
H -1.90 2.32 2.05
H 4.08 -2.15 -0.14
C -0.06 1.18 1.46
H 3.50 -3.76 -0.94
H -2.31 -1.25 -0.27
H -0.16 -2.37 -0.19
C -2.22 1.40 0.06
C -1.42 0.63 -1.05
O 2.00 -2.40 -0.34
N -0.23 -1.39 -0.61
C 3.37 -2.64 -0.81
H -1.87 0.80 -2.08
H -0.15 0.13 1.33
H -2.85 0.60 0.59
N 1.04 1.63 1.95
H -2.92 2.24 -0.40
H 3.52 -2.07 -1.73
H 1.22 2.72 2.01
C -1.22 2.02 1.07
H -1.01 3.09 0.73
H -0.30 1.00 -1.06
P 1.30 -0.90 -0.85


33
Properties=species:S:1:pos:R:3 method="wB97M-V/def2-TZVPD" smiles="O=C1COC(=O)N1C(c1cccc(F)c1)c1cccc(F)c1" orbital_gap_ev=9.904 homo_ha=-0.34517
O -1.66 -0.71 -3.07
C -0.95 1.23 1.39
F -1.71 2.41 3.34
H -0.10 -0.80 2.36
H -2.73 0.23 -1.29
C -3.52 1.45 0.31
H 0.09 1.27 1.72
O 0.13 0.53 -3.77
C -1.97 1.90 2.08
C 2.95 -2.24 0.43
C -0.61 -0.13 -2.84
C 1.13 0.89 -1.68
F 1.84 -1.70 3.85
H -3.98 2.67 2.08
H -1.07 -1.40 -0.68
H -4.49 1.58 -0.18
C 0.73 -1.22 1.80
C 2.95 -2.27 1.83
C 1.83 -1.76 2.48
C -2.54 0.68 -0.31
H 3.82 -2.60 2.40
H 3.82 -2.60 -0.12
O 1.75 1.34 -0.72
C 0.74 -1.17 0.40
C -3.25 2.05 1.56
H 1.29 2.22 -3.36
C -1.31 0.46 0.28
H 1.84 -1.79 -1.36
C 1.84 -1.75 -0.27
H 2.22 0.70 -3.53
N 0.07 -0.03 -1.60
C 1.28 1.15 -3.15
C -0.42 -0.58 -0.38


24
Properties=species:S:1:pos:R:3 method="wB97M-V/def2-TZVPD" smiles="[H]/N=C1/C=C[C@@H](OC)C([N+](=O)[O-])([N+](=O)[O-])C1" orbital_gap_ev=9.492 homo_ha=-0.36875
O -1.61 -0.41 2.05
C 0.07 -1.92 -0.64
N -2.13 -0.15 0.98
C 2.27 1.71 0.15
H 2.51 2.72 0.68
C 0.84 -0.60 1.22
C 0.74 -1.79 0.63
N 0.21 -2.99 -1.28
C -1.14 0.41 0.00
N -1.63 1.66 -0.72
H -1.83 -1.05 -1.48
O -1.70 2.65 0.02
O 1.02 1.27 -0.28
H 2.72 2.00 -0.86
O -1.84 1.55 -1.87
O -3.26 -0.30 0.64
H 0.06 1.38 1.55
C 0.24 0.70 0.73
H 1.33 -2.63 1.13
H 2.87 0.90 0.65
H 1.37 -0.78 2.06
C -0.77 -0.83 -1.27
H -0.16 -3.10 -2.15
H -0.14 -0.39 -1.96


53
Properties=species:S:1:pos:R:3 method="wB97M-V/def2-TZVPD" orbital_gap_ev="7.079 / 5.891" spin_multiplicity=2 s2=0.760 homo_ha="-0.37495 / -0.38881" total_charge=+1
Se 0.53 -2.63 1.82
C 2.45 -2.68 2.14
H 1.66 2.29 4.81
H 0.91 -5.03 -1.17
Cl 1.53 1.65 -6.14
C 0.01 1.29 3.87
H -4.83 -2.11 1.76
C 2.17 1.52 2.87
C -1.03 -3.21 -2.33
H -0.84 -4.12 -2.89
C -4.03 -0.45 -1.07
H -4.43 0.05 -1.94
H -0.76 -4.32 0.58
Ru 0.09 -0.82 0.04
C 0.61 0.47 -2.46
H 3.97 0.83 -2.02
H -1.41 0.22 2.64
H -1.37 -2.43 -3.02
C -2.66 -0.50 -0.91
C 1.69 0.85 1.77
H -1.77 -3.37 -1.55
H -2.36 -2.12 1.91
C -4.84 -1.03 -0.10
H 2.72 -3.66 2.50
H 0.61 -5.09 1.39
H 2.16 -4.11 -0.35
C 2.91 1.19 -3.85
Se 0.66 -2.58 -1.59
H -5.92 -1.00 -0.20
H -0.43 0.88 -4.30
C 0.52 0.84 -3.80
O 3.62 1.21 0.43
C 1.09 -4.17 -0.53
N 1.80 0.10 -0.47
C -2.86 -1.65 1.07
C 1.67 1.20 -4.48
H -0.69 1.46 4.68
N -0.45 0.11 -1.62
C -0.40 0.61 2.74
N 0.42 0.40 1.71
C -1.78 0.12 -1.96
O -2.25 0.54 -3.00
C -4.25 -1.64 0.99
C 0.32 -4.25 0.76
C 1.87 0.44 -1.83
H 2.65 -1.94 2.91
N -2.08 -1.10 0.14
C 1.31 1.75 3.94
H 3.19 1.87 2.84
Cl 4.34 1.63 -4.68
H 3.00 -2.42 1.23
C 3.01 0.82 -2.51
C 2.52 0.72 0.50


12
Properties=species:S:1:pos:R:3 method="wB97M-V/def2-TZVPD" orbital_gap_ev=10.433 homo_ha=-0.34630
H 0.99 -1.85 -0.13
N -0.23 2.26 0.09
H -2.59 1.77 -0.58
H 1.58 -2.85 1.21
C 1.75 -1.94 0.63
H 1.83 -1.18 1.40
N -2.00 0.99 -0.70
C -0.66 1.24 -0.56
H 0.07 0.77 -1.21
H -2.49 0.16 -0.93
H 2.69 -1.96 0.07
H -0.95 2.60 0.72


12
Properties=species:S:1:pos:R:3 method="wB97M-V/def2-TZVPD" orbital_gap_ev=10.898 homo_ha=-0.41070
H -0.04 -0.80 -1.95
H -2.28 1.07 1.58
N -0.06 -0.65 -0.94
H 1.15 -0.70 0.70
H -2.12 1.43 -0.17
N -0.35 1.35 1.00
C 2.24 -1.36 -1.03
C -1.68 0.91 0.69
N 3.18 -1.81 -1.53
H -1.66 -0.15 0.43
C 1.05 -0.87 -0.37
C 0.75 1.41 1.41


22
Properties=species:S:1:pos:R:3 method="wB97M-V/def2-TZVPD" orbital_gap_ev=11.318 homo_ha=-0.51601 total_charge=+1
H -0.29 2.86 -0.89
H -0.23 2.75 3.31
N 0.31 -2.77 -1.23
H 0.89 0.23 -1.57
H -1.66 0.14 -0.15
C -0.03 0.79 -1.27
H 1.24 2.24 -0.22
H 0.53 -0.34 1.15
H 0.13 -3.74 -1.00
H -1.67 2.93 3.21
N -0.82 -0.28 -0.56
H -0.52 1.06 -2.20
O -1.01 2.24 3.05
H 0.91 -2.79 -2.05
C -0.01 -1.01 0.46
H 1.76 -1.40 -0.66
C 0.99 -2.02 -0.21
H -0.66 -1.48 1.24
H -1.14 -0.96 -1.26
C 0.18 2.01 -0.40
H 1.43 -2.46 0.69
H -0.33 1.99 0.56


65
Properties=species:S:1:pos:R:3 method="wB97M-V/def2-TZVPD" orbital_gap_ev=8.750 homo_ha=-0.51929 total_charge=+2
H -0.80 5.00 -3.99
C -1.29 3.23 -1.15
C -0.91 -2.59 -1.46
H -5.72 -0.30 -0.60
C -2.14 0.76 2.56
Cl 4.31 -4.91 -2.43
H 0.71 -3.28 1.37
H 0.89 2.78 0.59
H 0.02 3.56 4.09
H 1.82 2.54 2.07
N 1.11 -2.41 3.11
C -2.39 1.20 3.86
C -1.11 1.34 1.81
H -3.68 0.93 0.00
C 0.69 0.68 -3.23
C 4.68 -2.24 -2.64
H 0.92 4.02 1.81
H -0.24 -2.69 -0.60
H 0.86 -0.04 -2.42
C 3.43 -0.67 -1.35
H -0.37 -2.03 -2.23
C -0.01 1.93 -2.76
C 1.94 -1.43 3.52
H 0.38 2.93 -4.61
H -1.82 2.58 5.40
C 3.98 -3.28 -2.02
H 3.00 -0.78 5.10
C -2.35 -0.67 -0.58
H -3.20 0.76 4.42
N 0.54 -2.38 1.83
C -0.61 2.07 -1.51
C 4.41 -0.91 -2.31
C -2.23 -1.95 -1.14
Cl 5.86 -2.59 -3.81
H -5.55 -2.60 -1.51
C -0.09 3.01 -3.63
H 0.87 -3.18 3.71
H -3.35 -3.62 -1.88
H -2.76 -0.02 2.14
Cl 2.13 -4.29 -0.33
C -0.30 2.34 2.36
C -0.59 2.77 3.66
C 2.71 -1.67 -0.72
C 0.89 2.94 1.66
Ga 1.44 -0.88 0.54
C -1.62 2.21 4.40
Sb -0.68 0.53 -0.09
C -0.75 4.17 -3.28
H 0.10 0.17 -4.00
H -1.89 5.19 -1.77
Cl 3.05 0.97 -0.86
H 1.66 0.92 -3.67
Cl 5.24 0.38 -3.05
C 3.00 -2.98 -1.07
C -1.36 4.29 -2.04
N 2.36 -1.48 4.77
S 2.40 -0.13 2.52
H -1.76 3.32 -0.18
C -4.65 -2.05 -1.25
C -3.41 -2.63 -1.45
C -3.60 -0.08 -0.40
H -0.46 -2.21 1.89
H -1.06 -3.60 -1.85
H 2.07 -2.19 5.42
C -4.75 -0.76 -0.74


23
Properties=species:S:1:pos:R:3 method="wB97M-V/def2-TZVPD" smiles=Cc1ccccc1.CC orbital_gap_ev=10.173 homo_ha=-0.33538
C 1.29 -0.25 1.15
C 0.83 1.35 -2.14
C 1.13 -1.62 1.13
C 0.19 0.62 1.17
H 0.55 -0.72 -1.40
H 2.02 -2.21 1.27
H 0.37 1.65 1.48
H -2.88 0.98 0.22
C 1.15 -0.15 -2.10
H 0.31 1.66 -1.23
H 2.20 -0.24 -1.83
C -2.33 0.98 1.16
H -1.95 1.96 1.45
C -0.16 -2.12 0.99
H -0.33 -3.18 1.04
H 1.09 -0.54 -3.12
H 0.07 1.64 -2.87
C -1.08 0.10 1.11
H -2.93 0.67 2.02
H 2.22 0.28 1.32
H 1.69 2.02 -2.25
H -2.21 -1.60 0.53
C -1.24 -1.27 0.88


9
Properties=species:S:1:pos:R:3 method="wB97M-V/def2-TZVPD" orbital_gap_ev=8.098 homo_ha=-0.33472
C 2.06 0.33 0.01
H 2.01 1.30 0.52
S -3.24 -1.35 -0.58
C 1.11 -0.55 0.12
P -2.14 0.26 -0.70
Cl -3.21 1.58 0.47
Cl -0.25 -0.24 1.27
H 0.85 -1.39 -0.37
H 2.80 0.05 -0.73


58
Properties=species:S:1:pos:R:3 method="wB97M-V/def2-TZVPD" smiles="O=C(CN(Cc1ccc(F)cc1)C(=O)CNS(=O)(=O)c1ccc(Cl)cc1)NC[C@H]1CCCO1" orbital_gap_ev=9.130 homo_ha=-0.33540
C 3.39 1.22 0.47
H 2.06 -4.04 -1.41
H -0.75 -3.16 0.99
H 4.33 1.30 2.37
H -4.61 4.93 0.64
C -4.55 3.87 0.47
H 1.58 -2.60 -0.50
C 5.65 2.41 -0.54
N -1.25 1.01 -0.58
H 2.80 -4.76 0.73
C 1.77 -4.42 0.70
C 1.44 -3.67 -0.59
H -1.43 1.48 1.45
Cl 7.06 3.16 -1.17
C 0.79 -5.61 0.68
F -6.82 3.86 -0.17
O 0.49 1.60 -1.88
C 5.57 2.14 0.82
H 6.39 2.40 1.47
H -6.53 1.31 -0.53
O 2.23 -0.07 2.45
C 3.47 1.48 -0.89
H 1.32 3.07 -0.12
H -0.17 -1.28 -0.45
H 1.59 -3.79 1.56
H 4.68 2.30 -2.45
N 0.86 1.73 1.45
H -0.29 -4.06 -1.90
N -1.02 -1.82 -0.58
C 4.43 1.54 1.33
C -2.07 -1.26 -1.19
H -2.02 -3.58 -0.20
H 0.23 -5.69 1.62
H -1.10 0.18 -2.47
C -0.10 1.65 -0.81
H -2.25 0.01 0.93
H 2.64 1.22 -1.53
H 1.16 2.26 2.25
H 1.29 -6.56 0.49
S 1.93 0.47 1.16
C 4.60 2.08 -1.40
C -3.38 3.17 0.68
H -4.43 0.07 -0.15
C -4.46 1.13 0.02
C -0.02 -4.07 -0.84
C -2.03 1.04 0.65
C -5.64 1.82 -0.19
O 1.32 -0.39 0.19
H -0.28 3.26 0.63
C -1.01 -3.17 -0.08
C -1.81 0.19 -1.64
O -3.14 -1.80 -1.36
C -5.67 3.18 0.03
H -2.76 0.61 -1.98
C 0.47 2.53 0.31
C -3.32 1.80 0.46
O -0.11 -5.41 -0.40
H -2.51 3.70 1.02


| no. | molar mass (g mol⁻¹) |
| --- | --- |
| 1 | 75.1 |
| 2 | 160.2 |
| 3 | 303.3 |
| 4 | 215.2 |
| 5 | 702.3 |
| 6 | 60.1 |
| 7 | 95.1 |
| 8 | 107.2 |
| 9 | 805.4 |
| 10 | 122.2 |
| 11 | 161.0 |
| 12 | 498.0 |